No. 1
Here is the ion HN2O3S with charge -1 from OMol25. Energies are from ωB97M-V with the def2-TZVPD basis set.

The energy above the lowest of the compared OMol25 structures with the same formula, charge and spin comes out at 73.5 kcal/mol. Its charge is -1. The maximum force is 3.93 eV/Å. As for the molar mass: 109.1 Da. The HOMO-LUMO gap is 8.742 eV.

```
7
Properties=species:S:1:pos:R:3:forces:R:3
O -0.497 1.819 -1.908 1.048 -0.706 0.064
N 0.662 1.201 1.163 0.155 -1.173 0.448
N 0.903 0.560 0.092 1.582 -2.794 -1.653
H 1.411 -0.513 0.093 -1.799 3.432 0.632
O 0.819 0.567 2.232 0.034 0.452 -0.126
S 0.922 1.448 -1.732 -0.159 -0.109 -0.494
O 1.414 0.298 -2.546 -0.861 0.899 1.130
```
Forces are in eV/Å.



No. 2
Here is the ion HN2O5S2 with charge -1 from OMol25. Energies are from ωB97M-V with the def2-TZVPD basis set.

The energy above the lowest of the compared OMol25 structures with the same formula, charge and spin comes out at 17.7 kcal/mol. Its charge is -1. The maximum force is 1.99 eV/Å. As for the molar mass: 173.2 Da. The HOMO-LUMO gap is 8.574 eV.

```
10
Properties=species:S:1:pos:R:3:forces:R:3
O 0.547 1.179 -0.005 1.976 0.182 -0.148
O -0.373 -0.862 -0.836 -1.202 0.868 -0.023
S -0.454 3.449 2.210 0.130 1.369 -0.736
N -1.301 0.003 -0.187 0.428 -0.067 1.031
S 0.258 4.327 0.642 0.407 -0.045 0.576
O -1.219 1.853 1.139 -1.016 -1.300 -0.110
O -1.651 4.070 2.702 -0.682 -0.803 -0.526
N -0.611 0.977 0.304 -1.221 0.786 0.650
O 0.351 2.921 3.268 0.591 -0.868 -0.666
H 0.347 -0.231 -1.016 0.590 -0.123 -0.048
```
Forces are in eV/Å.



No. 3
Here is the molecule HN3O4 from OMol25. Energies are from ωB97M-V with the def2-TZVPD basis set.

The energy above the lowest of the compared OMol25 structures with the same formula, charge and spin comes out at 68.6 kcal/mol. The maximum force is 4.67 eV/Å. The structure (SMILES) is [H]/N=[N+](\[O-])O[N+](=O)[O-]. As for the molar mass: 107.0 Da. The HOMO-LUMO gap is 11.134 eV.

```
8
Properties=species:S:1:pos:R:3:forces:R:3
N 0.276 -1.163 0.153 -1.353 -4.470 -0.198
O -1.950 1.221 -0.542 0.290 0.197 -0.493
H 0.488 -2.209 0.462 0.302 3.337 -0.268
N 0.729 -0.226 0.767 -1.095 -0.374 -2.335
N -0.841 0.904 -0.840 -0.050 -1.121 1.034
O 1.571 -0.022 1.538 1.492 0.854 2.068
O 0.074 1.028 0.278 0.628 1.180 1.071
O -0.347 0.467 -1.815 -0.214 0.396 -0.879
```
Forces are in eV/Å.



No. 4
Here is a structure of composition HN3OS from OMol25. Energies are from ωB97M-V with the def2-TZVPD basis set.

The energy above the lowest of the compared OMol25 structures with the same formula, charge and spin comes out at 39.5 kcal/mol. The maximum force is 4.25 eV/Å. As for the molar mass: 91.1 Da. The HOMO-LUMO gap (spin up / spin down) is 7.668 / 7.666 eV.

```
6
Properties=species:S:1:pos:R:3:forces:R:3
S -1.677 0.412 0.405 -0.291 2.122 0.220
H 1.476 0.047 0.391 2.787 0.508 3.174
N 0.835 0.216 -0.287 -1.496 0.062 -3.850
N 0.185 -1.011 -0.316 1.038 -1.773 -0.399
O 0.127 1.290 -0.353 -1.486 -0.499 1.209
N -0.947 -0.955 0.159 -0.551 -0.420 -0.354
```
Forces are in eV/Å.



No. 5
Here is the molecule HNO2 from OMol25. Energies are from ωB97M-V with the def2-TZVPD basis set.

The energy above the lowest of the compared OMol25 structures with the same formula, charge and spin comes out at 8.3 kcal/mol. The maximum force is 4.68 eV/Å. The structure (SMILES) is O=NO. As for the molar mass: 47.0 Da. The HOMO-LUMO gap is 11.319 eV.

```
4
Properties=species:S:1:pos:R:3:forces:R:3
O 0.211 0.620 -0.271 1.877 2.650 2.576
N -0.267 -0.517 0.167 -1.620 -1.780 -2.252
O 0.025 -0.682 1.252 0.664 -1.156 4.253
H 0.031 0.579 -1.148 -0.921 0.286 -4.577
```
Forces are in eV/Å.



No. 6
Here is the molecule HNO2 from OMol25. Energies are from ωB97M-V with the def2-TZVPD basis set.

The energy above the lowest of the compared OMol25 structures with the same formula, charge and spin comes out at 124.9 kcal/mol. The maximum force is 4.81 eV/Å. As for the molar mass: 47.0 Da. The HOMO-LUMO gap (spin up / spin down) is 10.031 / 8.643 eV.

```
4
Properties=species:S:1:pos:R:3:forces:R:3
N -0.800 0.559 0.001 2.698 -1.441 -0.010
O 1.662 -0.632 0.000 -4.623 1.312 -0.004
H -1.388 -0.286 0.000 0.559 -0.710 0.005
O 0.526 0.358 -0.001 1.366 0.838 0.009
```
Forces are in eV/Å.



No. 7
Here is the molecule HNO2S from OMol25. Energies are from ωB97M-V with the def2-TZVPD basis set.

The energy above the lowest of the compared OMol25 structures with the same formula, charge and spin comes out at 80.5 kcal/mol. The maximum force is 3.18 eV/Å. As for the molar mass: 79.1 Da. The HOMO-LUMO gap (spin up / spin down) is 7.522 / 9.428 eV.

```
5
Properties=species:S:1:pos:R:3:forces:R:3
S -1.025 -0.575 1.914 -1.243 -0.382 1.090
O 0.406 0.519 -1.270 2.739 -0.583 1.505
H 1.305 0.397 -0.742 -2.242 0.351 -1.284
N -0.574 -0.004 -0.542 -1.579 0.159 -0.399
O -0.112 -0.336 0.640 2.325 0.455 -0.913
```
Forces are in eV/Å.



No. 8
Here is a structure of composition HNO2S2 from OMol25. Energies are from ωB97M-V with the def2-TZVPD basis set.

The energy above the lowest of the compared OMol25 structures with the same formula, charge and spin comes out at 54.0 kcal/mol. The maximum force is 3.79 eV/Å. As for the molar mass: 111.1 Da. The HOMO-LUMO gap (spin up / spin down) is 7.521 / 7.621 eV.

```
6
Properties=species:S:1:pos:R:3:forces:R:3
H -0.513 -0.288 -1.067 -0.296 0.147 -0.641
O 1.471 1.229 0.005 1.555 2.919 -0.899
S -1.054 -0.509 0.131 -1.430 -0.483 0.736
O 1.752 -0.894 0.468 0.301 0.966 -0.190
S -2.857 0.290 0.111 0.798 -0.091 -0.234
N 1.201 0.172 0.352 -0.929 -3.458 1.227
```
Forces are in eV/Å.